Record 1
C17H13BrN2O6V | the ωB97M-V functional and the def2-TZVPD basis

```
! wB97M-V def2-TZVPD RIJCOSX def2/J DEFGRID3
* xyz 1 1
C 1.247 0.393 -3.411
C 0.275 0.970 -2.511
C 0.834 1.046 -1.219
H -0.719 1.241 -2.816
C 2.134 0.495 -1.244
C 2.401 0.130 -2.582
H 3.418 -0.138 -2.956
H 1.102 0.146 -4.444
H 0.378 1.471 -0.332
H 2.946 0.662 -0.533
V 0.909 -1.265 -2.268
Br -1.447 -1.379 -2.815
C 1.626 -3.376 -2.397
C 2.882 -2.797 -2.786
C 2.690 -2.080 -4.009
H 3.842 -2.999 -2.319
C 1.339 -2.219 -4.404
C 0.664 -3.051 -3.453
H -0.279 -3.542 -3.596
H 1.469 -4.145 -1.664
H 3.474 -1.613 -4.603
H 0.877 -1.823 -5.303
O -1.634 0.216 -0.005
C -0.977 -0.138 1.007
O 0.011 -0.941 1.050
C -1.479 0.563 2.321
C -0.465 1.018 3.166
C -0.829 1.767 4.303
C -2.132 2.027 4.636
C -3.143 1.498 3.787
C -2.825 0.805 2.593
N -4.502 1.745 4.102
O -4.795 2.428 5.101
O -5.372 1.272 3.341
N 0.216 2.401 5.058
O 1.405 2.183 4.770
O -0.133 3.175 5.972
H 0.598 0.808 2.963
H -2.393 2.569 5.555
H -3.613 0.476 1.945
*
```

Its orbital gap (spin up / spin down) is 4.50 / 4.57 eV. The value obtained for the total energy is -4733.9621 a.u.

=====

Record 2
C17H13BrN3O7 | the ωB97M-V functional and the def2-TZVPD basis

```
! wB97M-V def2-TZVPD RIJCOSX def2/J DEFGRID3
* xyz -1 1
O -0.800 0.532 -0.995
C -0.986 -0.200 -2.019
C -2.306 -0.640 -2.507
C -2.440 -1.700 -3.371
C -1.305 -2.350 -3.899
N -1.442 -3.515 -4.704
O -0.404 -4.081 -5.120
O -2.586 -3.944 -4.973
C -0.021 -1.854 -3.603
C 0.138 -0.774 -2.771
H -3.190 -0.195 -2.055
H -3.423 -2.066 -3.649
H 0.850 -2.337 -4.032
H 1.138 -0.417 -2.530
C 3.124 -2.367 -0.644
C 3.273 -1.084 0.136
O 1.916 -0.637 0.502
C 1.937 0.500 1.210
O 2.961 1.094 1.512
N 0.635 0.911 1.544
C 0.385 1.982 2.424
C 1.287 2.896 2.949
C 0.759 3.926 3.739
C -0.627 4.013 3.964
C -1.516 3.078 3.413
Br -3.379 3.231 3.613
C -1.007 2.028 2.657
C -1.576 0.891 1.915
N -2.931 0.410 1.923
O -3.496 0.206 3.016
O -3.468 0.196 0.812
C -0.567 0.307 1.202
H 4.142 -2.666 -0.942
H 2.678 -3.163 -0.027
H 2.498 -2.246 -1.543
H 3.851 -1.250 1.056
H 3.738 -0.294 -0.471
H 2.350 2.761 2.723
H 1.395 4.680 4.197
H -1.009 4.823 4.571
H -0.579 -0.684 0.778
*
```

Its orbital gap is 6.80 eV. The value obtained for the total energy is -3920.4821 a.u.